No. 1
Formula: C14H17CsN3O3SbSe4
Source: the OMol25 dataset
Level of theory: the ωB97M-V functional and the def2-TZVPD basis

CARTESIAN COORDINATES (ANGSTROEM)
Cs (-0.394, 0.224, 0.048)
N (-2.103, 4.033, -4.668)
C (-1.428, 2.831, -4.506)
C (-1.138, 2.320, -3.236)
N (-0.506, 1.175, -3.080)
C (-0.161, 0.505, -4.177)
C (-0.467, 1.004, -5.430)
N (-1.098, 2.164, -5.604)
H (-1.976, 4.698, -3.921)
H (-1.979, 4.433, -5.585)
H (-1.415, 2.873, -2.344)
H (0.388, -0.419, -4.047)
H (-0.188, 0.466, -6.329)
C (-1.006, -7.063, 4.522)
C (-0.574, -5.633, 4.338)
C (-0.151, -4.869, 5.418)
C (0.252, -3.552, 5.255)
C (0.710, -2.773, 6.467)
C (0.208, -2.974, 3.978)
C (0.609, -1.556, 3.828)
O (0.241, -0.814, 2.950)
C (-0.209, -3.730, 2.867)
C (-0.228, -3.180, 1.470)
C (-0.587, -5.051, 3.078)
H (-0.908, -7.374, 5.562)
H (-0.404, -7.734, 3.907)
H (-2.049, -7.193, 4.224)
H (-0.131, -5.312, 6.408)
H (0.608, -3.384, 7.363)
H (0.124, -1.864, 6.610)
H (1.758, -2.478, 6.382)
H (1.298, -1.175, 4.602)
H (0.729, -2.722, 1.209)
H (-1.004, -2.421, 1.356)
H (-0.436, -3.984, 0.764)
H (-0.900, -5.644, 2.225)
O (-2.813, -1.042, 0.269)
O (-3.117, 0.245, 0.208)
Se (6.088, 0.066, -2.983)
Sb (5.345, 0.301, -0.604)
Se (2.904, 0.315, -0.343)
Se (6.475, -0.993, 1.150)
Se (6.278, 2.651, -1.135)

Results
**Total charge**: -2
**LUMO level (alpha / beta)**: 3.52 / 3.52 eV
**Orbital gap (alpha / beta)**: 4.870 / 4.787 eV

Want to see where the charge sits? The Mulliken charges in e are: Cs 1.06; N -0.52; C 0.58; C -0.24; N -0.21; C -0.33; C -0.15; N -0.60; H 0.24; H 0.27; H 0.22; H 0.39; H 0.35; C -1.43; C 0.62; C -0.91; C 1.04; C -1.78; C 0.71; C -0.54; O -0.42; C 1.12; C -1.16; C -0.96; H 0.34; H 0.33; H 0.32; H 0.21; H 0.33; H 0.39; H 0.38; H 0.30; H 0.36; H 0.06; H 0.27; H 0.35; O -0.42; O -0.54; Se -0.60; Sb 0.42; Se -0.56; Se -0.70; Se -0.57

No. 2
Formula: C4H7N3
Source: the OMol25 dataset
Level of theory: the ωB97M-V functional and the def2-TZVPD basis

CARTESIAN COORDINATES (ANGSTROEM)
C (-0.618, 1.471, -0.732)
C (-1.144, -1.465, 0.727)
N (-0.122, -0.787, 1.132)
C (0.970, -0.386, 0.278)
N (2.054, -1.009, 0.403)
C (0.710, 0.734, -0.861)
N (1.632, 0.850, -1.660)
H (-1.480, 0.878, -1.065)
H (-0.567, 2.365, -1.356)
H (-0.810, 1.780, 0.307)
H (-1.109, -1.900, -0.266)
H (-2.003, -1.596, 1.373)
H (-0.156, -0.361, 2.056)
H (2.642, -0.574, -0.336)

Results
**LUMO level (alpha / beta)**: 0.47 / -1.01 eV
**Orbital gap (alpha / beta)**: 9.804 / 5.320 eV

Want to see where the charge sits? The natural (NBO) charges in e are: C -0.67; C -0.24; N -0.56; C 0.36; N -0.55; C 0.07; N -0.26; H 0.24; H 0.24; H 0.22; H 0.19; H 0.19; H 0.41; H 0.36

No. 3
Formula: C2H4NOP
Source: the OMol25 dataset
Level of theory: the ωB97M-V functional and the def2-TZVPD basis

CARTESIAN COORDINATES (ANGSTROEM)
C (-1.775, -0.151, -0.151)
C (-0.441, 0.289, -0.166)
N (-2.923, -0.131, -0.114)
O (2.199, -0.072, -0.133)
P (0.950, -1.165, -0.165)
H (-0.171, 0.754, -1.088)
H (-0.312, 0.983, 0.659)
H (1.799, 0.803, -0.080)
H (0.674, -1.309, 1.238)

Results
**LUMO level**: 0.43 eV
**Orbital gap**: 10.709 eV

Want to see where the charge sits? The natural (NBO) charges in e are: C 0.25; C -0.80; N -0.29; O -0.97; P 0.91; H 0.25; H 0.26; H 0.48; H -0.09

No. 4
Formula: C3H13N2
Source: the OMol25 dataset
Level of theory: the ωB97M-V functional and the def2-TZVPD basis

CARTESIAN COORDINATES (ANGSTROEM)
N (-2.938, -2.030, 0.297)
H (-3.706, -1.674, 0.860)
H (-3.296, -2.077, -0.651)
H (-2.822, -2.996, 0.592)
C (0.789, 0.223, 0.550)
C (1.044, 1.042, -0.699)
C (2.291, 1.899, -0.544)
N (-0.443, -0.629, 0.378)
H (1.608, -0.453, 0.780)
H (0.613, 0.846, 1.428)
H (0.177, 1.674, -0.898)
H (1.160, 0.365, -1.548)
H (2.205, 2.579, 0.302)
H (3.173, 1.287, -0.371)
H (2.460, 2.488, -1.439)
H (-1.279, -0.071, 0.194)
H (-0.363, -1.264, -0.418)
H (-0.672, -1.207, 1.188)

Results
**Total charge**: +1
**LUMO level**: -3.32 eV
**Orbital gap**: 11.621 eV

Want to see where the charge sits? The natural (NBO) charges in e are: N -1.13; H 0.38; H 0.38; H 0.38; C -0.22; C -0.42; C -0.61; N -0.66; H 0.22; H 0.22; H 0.21; H 0.21; H 0.22; H 0.22; H 0.24; H 0.45; H 0.44; H 0.45

No. 5
Formula: C19H13Cl2O3RuSTe
Source: the OMol25 dataset
Level of theory: the ωB97M-V functional and the def2-TZVPD basis

CARTESIAN COORDINATES (ANGSTROEM)
Ru (-0.690, 1.172, -0.137)
Cl (0.012, 2.674, 1.668)
C (-0.014, 4.254, 0.868)
C (0.197, 5.359, 1.666)
C (0.190, 6.603, 1.058)
C (-0.018, 6.708, -0.309)
C (-0.220, 5.571, -1.072)
Cl (-0.475, 5.744, -2.772)
C (-0.228, 4.295, -0.497)
S (-0.530, 2.875, -1.512)
H (0.358, 5.246, 2.729)
H (0.346, 7.495, 1.649)
H (-0.028, 7.673, -0.796)
Te (-1.044, -0.278, -2.188)
C (0.628, -1.526, -2.092)
C (1.829, -1.086, -1.540)
C (2.928, -1.931, -1.510)
C (2.826, -3.222, -2.013)
C (1.631, -3.661, -2.568)
C (0.534, -2.812, -2.621)
H (1.921, -0.072, -1.165)
H (3.867, -1.575, -1.105)
H (3.684, -3.881, -1.992)
H (1.554, -4.660, -2.976)
H (-0.387, -3.155, -3.075)
O (-3.301, -3.471, 1.791)
C (-2.085, -3.234, 1.605)
C (-1.108, -4.296, 1.534)
C (0.222, -4.000, 1.408)
C (0.652, -2.667, 1.355)
C (-0.278, -1.611, 1.388)
C (-1.613, -1.861, 1.471)
C (-2.610, -0.762, 1.426)
O (-3.826, -1.079, 1.707)
O (-2.296, 0.394, 1.123)
H (-3.879, -2.099, 1.827)
H (-1.478, -5.309, 1.607)
H (0.957, -4.792, 1.367)
H (1.707, -2.448, 1.284)
H (0.068, -0.576, 1.407)

Results
**Total charge**: +1
**Expectation value of S²**: 6.07
**2S+1**: 5
**LUMO level (alpha / beta)**: -3.66 / -6.16 eV
**Orbital gap (alpha / beta)**: 7.494 / 5.560 eV

Want to see where the charge sits? The natural (NBO) charges in e are: Ru 0.43; Cl 0.08; C -0.01; C -0.23; C -0.17; C -0.21; C -0.02; Cl 0.06; C -0.27; S 0.07; H 0.24; H 0.24; H 0.25; Te 0.63; C -0.31; C -0.25; C -0.20; C -0.19; C -0.20; C -0.23; H 0.22; H 0.23; H 0.23; H 0.23; H 0.23; O -0.49; C 0.40; C -0.11; C -0.23; C -0.08; C -0.16; C -0.20; C 0.81; O -0.60; O -0.66; H 0.51; H 0.24; H 0.25; H 0.24; H 0.21

Result set for ΔE to the lowest compared entry with this formula, charge and spin: 0.0 94.8 10.5 9.0 7.1 kcal per mole, one per record in the order listed.
Result set for DFT total energy: -10799.78590 -320.73218 -549.92392 -231.38213 -2638.75770 hartree, one per record in the order listed.